ORCA calculation (ωB97M-V/def2-TZVPD) on a 2-piece molecular cluster, C28H55Cl3N4OP overall at a distorted geometry.

Last column: Löwdin charge in e.
Element x y z (Å)
C: -6.90225 4.39972 -3.32278  -0.108
C: -7.67238 3.47461 -2.34842  -0.256
C: -6.82471 2.33396 -1.76674  -0.213
C: -7.27355 1.95700 -0.32843  -0.224
C: -7.29835 0.42986 -0.16444  -0.212
C: -6.90517 -0.12319 1.20751  -0.208
C: -5.50533 0.34417 1.63704  -0.249
C: -4.75027 -0.71270 2.44668  -0.216
C: -3.41788 -0.17578 2.96041  -0.245
C: -2.50122 -1.24505 3.56647  -0.202
C: -1.03441 -0.74465 3.58357  -0.190
C: -0.19406 -1.36033 2.43141  -0.199
C: 1.09624 -2.07447 2.90811  -0.204
C: 2.23507 -1.79710 1.92863  -0.231
C: 3.43785 -2.75367 2.07690  -0.199
C: 4.79135 -2.05092 2.18878  -0.211
C: 5.42609 -1.68123 0.84100  -0.200
C: 6.39487 -0.50007 1.03596  -0.190
C: 5.65892 0.86087 1.08162  -0.161
C: 5.77597 1.72414 -0.19744  -0.113
C: 6.03827 0.93326 -1.44399  -0.181
N: 7.30988 0.78324 -1.79183  0.093
N: 7.79586 0.12823 -2.84742  0.154
C: 6.86880 -0.43628 -3.57728  -0.016
C: 5.46815 -0.36289 -3.35679  -0.151
C: 4.58072 -1.07005 -4.33037  -0.086
C: 4.06006 -2.39988 -3.67436  -0.385
O: 4.91967 -3.47218 -3.95162  0.002
C: 2.58422 -2.68975 -3.97850  -0.222
N: 1.93379 -3.09200 -2.71995  0.014
C: 5.01875 0.37222 -2.25930  -0.167
P: 3.22065 0.60478 -1.90606  0.812
N: 2.82051 0.57471 -0.40482  -0.246
H: -7.52800 4.63000 -4.18002  0.062
H: -6.65319 5.32896 -2.81819  0.063
H: -5.98498 3.93132 -3.66951  0.061
H: -8.07874 4.09106 -1.55195  0.095
H: -8.50143 3.03402 -2.89940  0.102
H: -5.78510 2.66552 -1.74481  0.102
H: -6.85157 1.45838 -2.41012  0.101
H: -6.56924 2.44779 0.33325  0.048
H: -8.24906 2.38623 -0.11895  0.099
H: -6.70335 -0.08136 -0.91862  0.103
H: -8.33221 0.12170 -0.33961  0.111
H: -6.87718 -1.21288 1.14262  0.104
H: -7.64011 0.11457 1.97573  0.110
H: -4.91894 0.58536 0.74757  0.118
H: -5.61273 1.23538 2.25407  0.018
H: -5.37048 -1.01955 3.29199  0.121
H: -4.55326 -1.59739 1.84044  0.113
H: -2.90063 0.22139 2.07724  0.111
H: -3.55109 0.65886 3.64259  0.085
H: -2.60898 -2.17600 3.01886  0.101
H: -2.79956 -1.36832 4.60787  0.108
H: -0.55617 -0.92914 4.54149  0.097
H: -1.06522 0.33167 3.42597  0.098
H: -0.79346 -2.01568 1.80479  0.105
H: 0.12697 -0.53512 1.79384  0.094
H: 0.88392 -3.13795 3.00029  0.113
H: 1.34416 -1.64717 3.87679  0.105
H: 2.58358 -0.77591 2.07475  0.091
H: 1.83523 -1.87157 0.91872  0.093
H: 3.28655 -3.33559 2.98669  0.105
H: 3.43069 -3.47937 1.26266  0.107
H: 4.65536 -1.16536 2.81166  0.110
H: 5.46511 -2.71245 2.73170  0.114
H: 4.66375 -1.49221 0.08643  0.083
H: 6.00991 -2.55608 0.55302  0.113
H: 6.83519 -0.65021 2.01894  0.112
H: 7.22640 -0.51142 0.33154  0.092
H: 6.11158 1.44590 1.87983  0.114
H: 4.63191 0.69127 1.38071  0.085
H: 6.60837 2.42079 -0.08838  0.124
H: 4.88736 2.32986 -0.34773  0.110
H: 8.01478 1.19691 -1.19215  0.185
H: 7.22324 -1.00198 -4.42901  0.139
H: 5.18124 -1.35716 -5.18952  0.126
H: 3.76401 -0.44426 -4.67158  0.117
H: 4.12795 -2.24486 -2.59597  0.121
H: 4.59400 -3.96506 -4.70919  0.103
H: 2.52193 -3.48325 -4.72762  0.121
H: 2.08512 -1.78929 -4.32602  0.101
H: 1.11666 -3.66047 -2.90052  0.078
H: 2.57582 -3.65875 -2.17974  0.073
H: 2.63878 -0.45157 -2.61773  0.006
H: 2.86461 1.80628 -2.55337  0.032
H: 2.36359 1.42436 -0.09902  0.007
C: -5.65386 4.40145 2.98923  -1.518
Cl: -7.16612 3.54671 2.68191  0.588
Cl: -5.69068 5.18333 4.56888  0.539
Cl: -4.28746 3.29089 2.86626  0.578
H: -5.53112 5.16884 2.23683  0.015

Values from the calculation:
M   601.1 g/mol
Net charge   +1

---

ORCA calculation (ωB97M-V/def2-TZVPD) on a 3-piece molecular cluster, C28H56BBrIN3O12P overall at a distorted geometry.

Last column: Löwdin charge in e.
Element x y z (Å)
C: -2.90482 4.34369 1.67093  0.019
B: -2.02607 3.37183 0.79218  -0.450
O: -1.11556 4.02390 -0.07491  0.106
C: -1.94890 1.76716 0.79801  -0.268
O: -2.68958 1.08397 1.77450  -0.078
C: -4.06285 1.37929 1.94230  -0.160
C: -4.89629 0.08482 2.20269  -0.326
C: -6.41816 0.37476 2.09322  -0.045
C: -4.45031 -1.13979 1.35911  -0.154
C: -4.45833 -2.39476 2.28223  -0.383
C: -4.17383 -3.62977 1.35288  -0.070
C: -3.29347 -2.35157 3.31474  -0.070
C: -0.46504 1.53106 1.39143  -0.142
P: -0.09829 2.52592 2.91462  0.510
O: 0.85828 1.73159 3.67023  -0.230
O: -1.37697 2.68627 3.89940  -0.081
O: 0.59688 3.95917 2.62102  -0.090
C: 0.69499 1.54653 0.32003  -0.209
C: 1.88463 0.72751 0.89261  -0.132
C: 3.10384 1.64427 1.27863  -0.062
C: 4.06604 0.74966 2.07790  -0.525
O: 5.09862 0.38279 1.67098  0.152
O: 3.68710 0.40262 3.35808  0.080
C: 0.20441 1.10769 -1.09454  -0.192
C: 1.29264 0.49878 -2.01297  -0.109
C: 1.02392 0.90371 -3.47024  -0.792
O: 0.84228 0.15055 -4.30501  0.098
Br: 1.00107 2.81497 -3.97868  0.693
C: -1.00683 0.16351 -0.85874  -0.143
C: -1.31137 -0.78590 -2.02705  -0.139
O: -2.48157 -1.52973 -1.72815  -0.156
O: -2.96895 -2.10136 -2.89152  -0.012
N: -2.16308 1.04619 -0.51278  0.060
C: -2.70940 1.80286 -1.65778  -0.111
C: -4.21875 2.17942 -1.52406  -0.262
C: -4.88863 2.23201 -2.92362  -0.563
I: -5.95132 0.35764 -3.25539  0.857
H: -3.28604 3.93106 2.60906  0.056
H: -2.36091 5.28588 1.83301  0.092
H: -3.79204 4.62072 1.06442  0.093
H: -1.66587 4.42387 -0.76908  0.124
H: -4.58191 1.96926 1.16926  0.120
H: -4.17373 1.96608 2.87216  0.132
H: -4.73607 -0.12981 3.27197  0.134
H: -6.91685 -0.49773 2.53892  0.086
H: -6.74304 0.55964 1.06292  0.079
H: -6.63090 1.20956 2.77806  0.087
H: -3.42441 -1.08311 0.96341  0.096
H: -5.18327 -1.26893 0.54455  0.117
H: -5.42173 -2.48058 2.80061  0.130
H: -4.64087 -3.50765 0.36926  0.072
H: -4.47743 -4.54407 1.87830  0.082
H: -3.08037 -3.67348 1.24012  0.074
H: -3.67727 -2.16696 4.33160  0.079
H: -2.57009 -1.54473 3.11781  0.075
H: -2.75515 -3.30683 3.36121  0.075
H: -0.47043 0.49555 1.76405  0.139
H: -1.60726 3.62565 4.01086  0.091
H: 1.17113 3.91526 1.83953  0.077
H: 1.03886 2.59291 0.24122  0.130
H: 1.63288 0.19902 1.82413  0.108
H: 2.29704 -0.03537 0.22408  0.077
H: 3.59775 1.99325 0.36388  0.126
H: 2.80949 2.45574 1.95686  0.107
H: 3.07465 -0.34664 3.33789  0.114
H: -0.08944 2.04359 -1.59692  0.086
H: 2.23738 1.01129 -1.75708  0.135
H: 1.40941 -0.58794 -1.91718  0.093
H: -0.81277 -0.56585 -0.05558  0.184
H: -0.47100 -1.48992 -2.14095  0.140
H: -1.36650 -0.25134 -2.99090  0.127
H: -3.49311 -1.38886 -3.30011  0.030
H: -2.90305 0.34792 -0.31674  0.161
H: -2.75080 1.20242 -2.58096  0.118
H: -2.09574 2.64740 -1.99079  0.130
H: -4.70209 1.37924 -0.95152  0.060
H: -4.32186 3.17769 -1.07458  0.112
H: -5.66963 2.99462 -2.93878  0.047
H: -4.18237 2.34270 -3.75114  0.054
C: 4.09594 -2.07696 -0.49171  0.008
C: 2.76775 -2.77398 -0.60075  -0.506
O: 1.70015 -2.15903 -0.73837  -0.026
N: 2.76599 -4.11586 -0.54397  0.024
C: 3.90577 -5.00615 -0.39065  -0.049
H: 3.94696 -1.00137 -0.55411  0.068
H: 4.56385 -2.30543 0.46653  0.101
H: 4.74964 -2.38467 -1.30906  0.065
H: 1.84591 -4.52336 -0.62125  0.145
H: 3.94653 -5.67502 -1.25039  0.091
H: 3.76696 -5.60160 0.51268  0.087
H: 4.83998 -4.45757 -0.32069  0.073
C: 8.05251 -1.28201 -1.09589  0.001
C: 7.57454 -2.21963 -2.17615  -0.536
O: 6.67059 -3.02629 -1.98372  0.000
N: 8.17751 -2.14982 -3.38675  0.010
C: 9.25477 -1.27100 -3.80538  -0.068
H: 7.47638 -1.45749 -0.19101  0.080
H: 9.10552 -1.46241 -0.87665  0.089
H: 7.90818 -0.24514 -1.40266  0.088
H: 7.80718 -2.80518 -4.05825  0.142
H: 8.91300 -0.67081 -4.65003  0.085
H: 10.10154 -1.87889 -4.12697  0.086
H: 9.57193 -0.61214 -3.00394  0.074

Values from the calculation:
M   875.4 g/mol
Energy relative to the best compared isomer or geometry (same formula, charge and spin)   0.000 eV
Net charge   +1

---

Number 1: LUMO -0.17373 Ha, energy -3115.738878 hartree. Number 2: LUMO -0.10378 Ha, energy -5405.356282 hartree.